The following is a quantum chemistry calculation of a cluster of 2 separate species, C4H12O2S2 in total, from OMol25.

Values from the calculation:
ΔE to the lowest compared entry with this formula, charge and spin, kcal per mole: 112.4
HOMO level, eV: -9.149
LUMO, eV: 0.41
Spin multiplicity: 1
E_tot, eV: -30102.9254

Structure (XYZ):
```
20
Properties=species:S:1:pos:R:3:forces:R:3:lowdin_charge:R:1
C -0.227 -0.891 2.413 7.09 0.98 -9.82 -0.243
S 0.321 -2.620 2.215 -3.65 -1.14 -0.85 0.875
O -0.999 -3.435 2.032 2.49 1.43 0.59 -0.582
C 1.036 -2.445 0.573 -2.64 7.70 3.32 -0.234
H -0.723 -0.795 3.163 -5.85 0.73 9.16 -0.093
H -0.888 -0.548 1.525 1.37 -0.69 1.25 0.082
H 0.754 -0.190 2.548 -2.30 -1.61 -0.57 0.121
H 1.783 -1.646 0.892 -0.81 -0.41 -1.42 0.083
H 0.359 -2.278 -0.237 -0.48 0.55 -0.20 0.065
H 1.549 -3.206 0.457 4.78 -7.56 -1.43 -0.063
C -0.941 0.873 -1.038 -1.14 0.21 0.91 -0.308
S 0.561 1.334 -1.755 0.71 0.15 -1.99 0.770
O 0.598 0.843 -3.159 0.18 -0.34 0.18 -0.523
C 0.070 2.982 -1.826 1.22 0.83 4.04 -0.298
H -1.862 0.812 -1.713 1.43 0.36 1.04 0.117
H -0.953 1.499 -0.093 -0.77 -0.91 -1.07 0.073
H -0.532 -0.052 -0.775 -0.99 -2.33 0.94 -0.029
H 0.863 3.492 -2.281 0.95 1.29 -0.59 0.027
H 0.078 3.166 -0.621 -0.31 0.51 -3.05 0.115
H -0.848 3.097 -2.322 -1.29 0.26 -0.43 0.046
```
Forces are in eV/Å.



The following is a quantum chemistry calculation of a structure of composition C44H25I4IrN4, from OMol25.

Values from the calculation:
HOMO level (alpha / beta), eV: -9.141 / -10.830
LUMO (alpha / beta), eV: -4.13 / -6.01
Total charge: +1
Expectation value of S²: 8.83
Spin multiplicity: 6
E_tot, eV: -87218.2156

Structure (XYZ):
```
78
Properties=species:S:1:pos:R:3:forces:R:3:lowdin_charge:R:1
Ir 0.156 0.596 -0.109 0.13 0.15 -1.05 1.611
I -2.123 -0.178 -9.153 -0.01 -0.01 0.04 0.921
C -1.842 -0.053 -7.097 -0.01 -0.03 0.01 -0.742
C -1.240 -1.106 -6.414 0.18 -0.03 0.85 -0.131
C -1.029 -1.009 -5.033 -0.01 -0.32 -0.65 -0.017
C -1.440 0.123 -4.310 1.02 0.31 1.40 -0.165
C -2.021 1.181 -5.032 -0.26 0.25 -0.48 -0.013
C -2.230 1.095 -6.413 0.11 0.18 0.87 -0.132
C -1.113 0.282 -2.865 2.39 -3.43 -3.67 -0.068
C -1.706 1.205 -2.061 -5.55 2.73 0.81 -0.298
C -3.135 1.189 -1.791 1.19 -0.78 -1.36 0.018
C -3.310 1.585 -0.523 -0.20 0.64 1.37 0.030
C -2.008 1.934 0.014 -3.32 0.31 -1.39 -0.284
C -1.684 2.186 1.308 2.05 -0.22 1.93 -0.096
C -2.567 1.952 2.455 -0.40 -0.25 0.28 -0.187
C -3.699 2.741 2.685 -0.10 -0.33 0.16 -0.021
C -4.557 2.451 3.751 0.29 -0.05 -0.26 -0.133
C -4.280 1.369 4.589 0.12 0.16 -0.24 -0.742
I -5.571 0.919 6.157 -0.01 0.00 0.02 0.903
C -3.152 0.579 4.375 0.27 0.15 -0.39 -0.138
C -2.300 0.873 3.309 -0.20 0.11 0.15 -0.015
C -0.209 2.398 1.478 -2.78 3.91 1.65 -0.322
N 0.714 1.513 1.738 -1.89 -0.03 2.04 -0.002
C 1.884 2.140 1.402 1.60 1.66 1.71 -0.372
C 2.975 1.398 1.156 0.07 -2.78 -0.26 -0.028
C 4.244 2.021 0.740 0.53 -0.19 -0.15 -0.192
C 4.598 1.988 -0.617 0.17 0.01 0.11 -0.008
C 5.772 2.599 -1.060 -0.39 -0.11 0.17 -0.135
C 6.598 3.245 -0.142 -0.24 -0.12 0.20 -0.740
I 8.342 4.168 -0.797 0.02 0.00 0.00 0.909
C 6.257 3.285 1.212 -0.31 -0.16 -0.01 -0.133
C 5.079 2.674 1.653 0.08 0.15 -0.35 -0.011
C 2.678 -0.088 1.056 2.77 3.50 0.24 -0.216
C 3.608 -1.095 1.231 0.53 0.15 0.57 0.019
C 2.883 -2.275 1.254 0.46 -0.47 -0.22 0.023
C 1.603 -1.922 0.893 -1.76 -2.67 0.06 -0.228
N 1.449 -0.595 0.803 0.98 -0.10 0.12 -0.101
C 0.508 -2.845 0.485 1.00 1.64 0.12 -0.016
C -0.162 -2.375 -0.581 -0.04 -1.33 0.41 -0.245
C -1.378 -2.868 -1.153 -0.64 -1.13 0.73 0.034
C -1.838 -1.982 -2.030 1.42 1.32 0.05 0.035
C -0.785 -0.928 -2.002 -2.68 -0.20 -3.49 -0.233
N 0.230 -1.203 -1.222 -1.15 0.55 -1.10 0.010
C 0.084 -4.031 1.243 -0.03 -0.54 0.48 -0.190
C 0.622 -5.298 1.002 -0.26 -0.06 0.33 -0.011
C 0.193 -6.394 1.759 -0.03 0.35 -0.06 -0.131
C -0.776 -6.221 2.751 0.23 0.15 -0.28 -0.741
I -1.412 -7.853 3.872 -0.01 -0.03 0.01 0.909
C -1.320 -4.962 2.996 0.14 0.28 -0.24 -0.136
C -0.887 -3.870 2.245 0.15 -0.18 -0.09 -0.012
C 1.632 3.545 1.238 1.70 0.96 -0.59 0.022
C 0.314 3.758 1.238 -0.92 -2.14 0.54 0.047
N -1.137 1.840 -1.018 3.43 -0.82 1.14 -0.039
H -0.906 -1.998 -6.936 -0.09 0.17 0.02 0.101
H -0.505 -1.820 -4.533 -0.14 0.11 -0.04 0.120
H -2.288 2.102 -4.515 -0.02 -0.21 -0.09 0.121
H -2.673 1.941 -6.929 0.06 -0.20 0.01 0.102
H -3.894 0.799 -2.445 -0.01 -0.06 -0.20 0.128
H -4.238 1.598 0.018 -0.07 0.13 0.16 0.122
H -3.922 3.568 2.016 0.02 -0.07 0.15 0.125
H -5.438 3.067 3.901 0.13 -0.13 0.08 0.100
H -2.925 -0.273 5.009 -0.14 0.16 -0.01 0.098
H -1.429 0.244 3.115 -0.17 0.16 0.13 0.111
H 3.936 1.503 -1.337 0.21 0.06 0.20 0.126
H 6.013 2.569 -2.119 0.06 0.06 0.21 0.100
H 6.891 3.793 1.933 -0.05 -0.09 -0.18 0.100
H 4.808 2.716 2.705 0.05 -0.04 -0.14 0.126
H 4.667 -0.975 1.407 -0.11 0.11 0.04 0.127
H 3.266 -3.273 1.404 -0.15 0.02 0.02 0.125
H -1.886 -3.766 -0.849 0.15 -0.24 0.12 0.135
H -2.750 -1.966 -2.593 -0.06 0.03 -0.17 0.130
H 1.373 -5.435 0.230 -0.10 0.01 0.09 0.125
H 0.622 -7.372 1.563 -0.12 0.13 0.08 0.100
H -2.077 -4.809 3.762 0.15 -0.14 -0.13 0.101
H -1.308 -2.881 2.434 0.10 -0.24 -0.04 0.121
H 2.381 4.282 1.007 0.29 -0.03 0.01 0.136
H -0.263 4.637 1.034 -0.09 0.18 0.04 0.128
H 1.033 2.071 0.054 0.21 -1.01 -2.64 0.129
```
Forces are in eV/Å.



The following is a quantum chemistry calculation of a cluster of 9 separate species, C4H28N3O8 in total, from OMol25.

Values from the calculation:
ΔE to the lowest compared entry with this formula, charge and spin, kcal per mole: 0.0
HOMO level, eV: -13.215
LUMO, eV: -2.53
Total charge: +1
Spin multiplicity: 1
E_tot, eV: -25449.2125

Structure (XYZ):
```
43
Properties=species:S:1:pos:R:3:forces:R:3:lowdin_charge:R:1
C 0.426 1.962 -1.207 0.80 -1.39 -1.42 -0.095
C -0.598 0.920 -0.792 -0.57 0.13 0.42 -0.212
C -0.658 0.785 0.747 -2.18 -1.15 0.50 -0.174
N 0.567 0.189 1.313 -1.17 -2.16 -1.28 0.100
C 0.884 -1.087 0.999 1.03 -1.03 0.73 -0.358
N -0.056 -2.094 0.839 -0.14 2.96 1.05 0.193
N 2.230 -1.450 0.961 -2.46 -1.78 -0.23 0.189
H 1.414 1.789 -0.789 0.25 -0.33 0.08 0.066
H 0.224 2.951 -0.947 -0.91 1.60 0.76 0.057
H 0.530 1.975 -2.303 0.02 -0.15 0.35 0.074
H -1.600 1.227 -1.161 0.47 -0.19 0.27 0.128
H -0.399 -0.066 -1.263 -0.04 0.53 0.33 0.084
H -0.786 1.758 1.224 0.22 -0.10 -0.27 0.084
H -1.614 0.178 1.102 2.16 1.14 -0.89 0.113
H 1.275 0.864 1.562 0.87 0.15 0.21 0.070
H -1.047 -1.806 1.016 1.19 -0.34 -0.24 0.084
H 0.063 -2.825 0.160 0.51 -0.18 -0.44 0.067
H 2.494 -2.460 1.022 -0.57 1.53 -0.07 0.150
H 2.942 -0.800 1.163 0.60 0.88 0.16 0.098
H -0.148 4.569 2.371 0.05 -1.04 0.36 0.096
H -0.742 3.177 2.822 -0.60 -0.04 0.08 0.009
O 0.074 3.656 2.663 0.33 1.19 -0.35 -0.049
H 0.743 -3.832 -2.132 0.27 -0.87 -0.39 0.069
H 1.015 -2.332 -1.921 -0.07 -0.02 0.12 0.022
O 0.387 -3.078 -1.683 0.00 0.52 0.25 -0.084
H -0.582 -0.595 -3.807 0.37 0.55 0.00 0.029
H 0.207 0.258 -4.806 0.22 0.21 -0.63 0.066
O 0.068 0.162 -3.870 -0.65 -0.72 0.39 -0.065
H -2.572 1.180 2.771 0.04 -0.24 -0.06 0.033
H -3.183 2.425 3.350 -0.96 0.54 0.80 0.047
O -2.488 2.136 2.788 0.89 -0.19 -0.59 -0.023
H 1.295 -0.537 -2.950 0.15 0.21 0.07 0.026
H 1.909 -0.453 -1.535 0.20 1.39 1.58 -0.005
O 1.871 -0.994 -2.286 -0.14 -1.47 -1.68 -0.031
H -2.796 -1.986 2.650 -0.13 -0.67 0.94 0.050
H -3.613 -1.746 1.356 1.02 0.30 0.73 0.101
O -2.792 -1.488 1.849 -1.06 0.26 -1.55 -0.052
H -2.236 -2.290 -3.429 -1.95 -0.26 -0.05 0.036
H -0.901 -2.521 -2.741 -0.01 0.24 -0.61 0.027
O -1.332 -2.097 -3.526 1.75 -0.03 0.56 -0.038
H 1.529 2.873 2.119 -0.86 0.49 0.00 -0.015
H 2.912 2.460 2.581 -1.31 -0.65 -1.78 0.118
O 2.232 2.273 1.847 2.38 0.20 1.80 -0.087
```
Forces are in eV/Å.



The following is a quantum chemistry calculation of a cluster of 2 separate species, C9H14NO3S in total, from OMol25.

Values from the calculation:
ΔE to the lowest compared entry with this formula, charge and spin, kcal per mole: 11.1
HOMO level, eV: -3.584
LUMO, eV: 3.35
Total charge: -1
Spin multiplicity: 1
E_tot, eV: -28026.1083

Structure (XYZ):
```
28
Properties=species:S:1:pos:R:3:forces:R:3:lowdin_charge:R:1
C 0.324 -1.723 1.210 1.02 -1.39 -0.42 -0.430
C 0.904 2.391 -0.019 -0.49 -0.56 -0.52 -0.665
C 0.387 -0.061 -2.717 -0.08 0.03 0.00 -0.161
C -0.711 -0.646 -1.824 0.08 0.27 0.19 -0.187
C 0.352 1.431 -2.390 0.27 -0.01 -0.85 -0.144
C -1.460 1.450 -0.687 -0.58 0.21 0.19 -0.109
C -0.667 0.209 -0.543 -0.86 -0.30 -0.41 -0.212
C -0.634 -0.700 3.268 0.13 -0.01 -0.10 -0.109
C 0.582 -1.367 2.628 -0.02 -0.29 0.31 -0.307
N -0.039 1.494 -0.988 0.65 1.04 0.08 -0.119
O 0.391 2.570 1.055 -0.53 0.10 1.12 0.029
O 1.924 2.720 -0.580 1.00 0.26 -0.50 0.012
O 1.843 -3.823 1.404 0.15 -0.36 -0.20 -0.653
S 0.988 -3.022 0.478 -0.55 1.15 1.13 0.849
H 1.352 -0.475 -2.419 0.04 0.02 -0.04 0.109
H 0.235 -0.260 -3.780 0.06 -0.01 -0.01 0.098
H -1.686 -0.580 -2.326 0.01 -0.05 0.06 0.100
H -0.522 -1.699 -1.602 -0.01 -0.09 -0.01 0.065
H 1.328 1.913 -2.494 -0.25 -0.04 0.08 0.109
H -0.377 1.963 -3.015 0.07 -0.05 0.10 0.119
H -2.117 1.649 -1.539 0.19 -0.12 -0.08 0.107
H -1.727 2.006 0.206 0.05 -0.01 0.00 0.094
H -0.178 -0.924 0.565 -0.23 0.01 -0.13 -0.003
H -1.493 -1.367 3.244 -0.11 -0.04 0.02 0.068
H -0.878 0.205 2.719 -0.11 0.14 -0.03 0.065
H -0.425 -0.438 4.304 -0.02 0.03 0.08 0.063
H 1.416 -0.656 2.654 0.06 -0.07 -0.04 0.122
H 0.889 -2.258 3.187 0.08 0.13 -0.01 0.090
```
Forces are in eV/Å.



The following is a quantum chemistry calculation of a cluster of 2 separate species, CH3N2O2P in total, from OMol25.

Values from the calculation:
ΔE to the lowest compared entry with this formula, charge and spin, kcal per mole: 164.0
HOMO level (alpha / beta), eV: -8.502 / -8.957
LUMO (alpha / beta), eV: -0.15 / -0.87
Spin multiplicity: 1
E_tot, eV: -17443.6454

Structure (XYZ):
```
9
Properties=species:S:1:pos:R:3:forces:R:3:lowdin_charge:R:1
C -0.393 -0.087 -0.131 -1.63 0.35 -3.72 -0.305
N -2.357 -2.798 1.305 -2.58 1.24 1.37 -0.065
N -0.977 -1.309 -2.242 0.23 0.42 -2.39 -0.484
O -3.318 -2.217 1.652 2.31 -1.46 -0.82 -0.075
O -1.185 -1.561 -3.395 -0.09 -0.26 -0.44 -0.032
P -1.217 -1.637 -0.752 0.53 -0.43 1.63 0.905
H 0.230 0.331 -0.978 -0.87 -0.37 0.98 0.056
H 0.212 -0.196 0.680 1.14 -0.20 2.66 -0.023
H -1.346 0.462 -0.052 0.95 0.70 0.74 0.022
```
Forces are in eV/Å.



The following is a quantum chemistry calculation of an isolated molecule of C6H7O3P, from OMol25.

Values from the calculation:
ΔE to the lowest compared entry with this formula, charge and spin, kcal per mole: 12.0
HOMO level, eV: -7.814
LUMO, eV: 0.44
Spin multiplicity: 1
E_tot, eV: -21763.3358

Structure (XYZ):
```
17
Properties=species:S:1:pos:R:3:forces:R:3:lowdin_charge:R:1
C -1.358 0.636 1.639 0.63 0.33 -0.32 -0.123
C -0.327 1.449 1.092 1.25 1.80 -0.75 -0.135
C -1.412 -0.649 1.807 -0.23 -0.43 -0.30 -0.247
C 0.814 0.973 0.603 1.11 0.50 0.11 -0.618
C 0.725 -1.215 -0.858 0.39 0.07 0.52 -0.656
C -0.130 -0.441 -1.827 -1.07 -1.74 -1.31 -0.071
O 0.947 -2.463 -1.312 0.04 -1.96 0.68 -0.061
O -1.671 -1.757 1.955 -0.07 -1.25 0.26 0.176
O 1.862 1.773 0.150 -0.61 1.00 -0.66 -0.087
P 1.441 -0.725 0.619 -0.64 -0.45 -0.52 1.053
H -2.119 1.102 2.153 -1.77 0.99 1.01 0.094
H -0.422 2.582 1.073 -0.26 -1.55 0.17 0.139
H -0.034 0.594 -1.697 0.30 1.45 0.34 0.023
H 0.197 -0.650 -2.946 -1.05 -0.02 2.33 0.129
H -1.260 -0.656 -1.568 2.13 0.04 -0.99 0.131
H 1.221 -3.151 -0.617 -0.38 1.91 -1.18 0.141
H 1.525 2.599 -0.266 0.21 -0.70 0.59 0.109
```
Forces are in eV/Å.